54
Properties=species:S:1:pos:R:3:lowdin_charge:R:1 method="wB97M-V/def2-TZVPD" homo_ev=-8.03 gap_ev=7.79 e_tot_ev=-44642.8931 spin_multiplicity=1 lumo_ha=-0.0090 max_force_ha_per_bohr=0.0791
O 0.759 -0.703 0.535 -0.01
C 1.122 0.491 0.582 -0.15
C 1.075 1.445 -0.715 -0.17
O 1.638 2.714 -0.294 -0.37
S 0.727 4.035 -0.811 1.01
O 0.874 4.018 -2.318 -0.41
O -0.903 3.803 -0.474 -0.36
C -1.116 3.434 0.926 -0.25
C -2.649 3.281 1.317 -0.15
C -3.401 2.013 0.684 -0.17
C -2.514 1.104 -0.273 -0.25
O -3.269 -0.065 -0.721 -0.11
H 1.470 0.869 1.611 0.13
H 0.007 1.513 -1.108 0.11
H 1.758 0.988 -1.515 0.16
H -0.516 2.532 1.263 0.10
H -0.716 4.322 1.540 0.13
H -2.715 3.157 2.457 0.12
H -3.218 4.252 1.094 0.12
H -4.363 2.377 0.176 0.12
H -3.750 1.335 1.543 0.12
H -2.262 1.675 -1.239 0.13
H -1.571 0.715 0.242 0.11
H -4.206 0.196 -0.847 0.09
N 0.520 -3.469 -0.426 0.00
C 1.464 -4.457 -0.516 -0.16
C 0.824 -5.668 -0.402 -0.12
C -0.558 -5.399 -0.242 -0.11
C -0.715 -4.034 -0.264 -0.13
H 0.706 -2.478 -0.473 0.10
H 2.507 -4.214 -0.652 0.11
H 1.297 -6.637 -0.431 0.09
H -1.350 -6.123 -0.125 0.09
H -1.597 -3.418 -0.178 0.11
N 1.101 -3.457 -3.905 0.01
C 0.211 -3.426 -4.944 -0.14
C 0.739 -2.633 -5.933 -0.12
C 1.999 -2.173 -5.475 -0.12
C 2.196 -2.700 -4.222 -0.15
H 0.971 -3.961 -3.041 0.11
H -0.721 -3.969 -4.890 0.11
H 0.272 -2.410 -6.880 0.09
H 2.685 -1.528 -6.004 0.09
H 3.019 -2.601 -3.531 0.10
N 0.925 1.526 4.420 -0.01
C 0.047 2.473 4.876 -0.15
C 0.778 3.526 5.369 -0.11
C 2.148 3.205 5.198 -0.11
C 2.208 1.967 4.608 -0.14
H 0.667 0.643 4.010 0.14
H -1.019 2.315 4.813 0.10
H 0.372 4.427 5.802 0.09
H 2.996 3.813 5.476 0.09
H 3.050 1.362 4.307 0.11

57
Properties=species:S:1:pos:R:3:lowdin_spin:R:1 method="wB97M-V/def2-TZVPD" homo_ev="0.74 / -1.38" gap_ev="3.75 / 5.87" e_tot_ev=-59021.3149 charge=-2 spin_multiplicity=2 lumo_ha="0.1652 / 0.1651" max_force_ha_per_bohr=0.0068
Hg 0.585 0.963 -0.133 0.01
C -0.701 -2.679 4.560 0.00
S 0.169 -1.120 4.837 0.02
C 0.095 -0.271 3.225 0.09
S -0.248 -1.128 1.769 0.04
N 0.377 0.975 3.409 -0.03
N 0.405 1.784 2.303 0.23
C 0.919 2.982 2.533 0.11
C 0.922 4.018 1.574 0.12
C 1.543 5.275 1.855 0.05
C 1.535 6.274 0.923 0.05
C 0.910 6.054 -0.328 0.13
C 0.344 4.803 -0.539 0.01
N 0.326 3.813 0.345 0.14
H -0.138 -3.483 5.037 0.00
H -0.745 -2.839 3.481 0.00
H -1.710 -2.638 4.973 0.00
H 1.356 3.183 3.511 0.01
H 2.032 5.411 2.815 0.00
H 2.012 7.226 1.136 0.00
H 0.889 6.815 -1.098 0.01
H -0.127 4.576 -1.495 0.00
O -2.572 0.538 -3.734 0.00
C -1.792 0.743 -2.778 0.00
O -0.555 0.908 -2.785 0.00
C -2.489 0.883 -1.405 0.00
C -3.879 0.834 -1.353 0.00
C -4.525 1.062 -0.151 0.00
C -3.767 1.331 0.979 0.00
C -2.389 1.324 0.859 0.00
N -1.772 1.103 -0.301 0.00
H -4.410 0.624 -2.269 0.00
H -5.607 1.035 -0.093 0.00
H -4.228 1.533 1.937 0.00
H -1.738 1.499 1.710 0.00
C 2.689 1.174 -0.503 0.01
H 3.239 0.532 0.187 0.00
H 2.955 2.216 -0.311 0.00
H 2.955 0.922 -1.533 0.00
C -0.007 -5.128 -1.192 0.00
C 0.855 -4.007 -1.774 0.00
C 2.313 -4.205 -1.333 0.00
C 0.757 -4.026 -3.295 0.00
N 0.285 -2.757 -1.266 0.00
N 0.854 -1.552 -1.737 0.00
H 0.329 -6.108 -1.547 0.00
H -1.048 -4.974 -1.485 0.00
H 0.043 -5.114 -0.098 0.00
H 2.668 -5.210 -1.583 0.00
H 2.395 -4.060 -0.252 0.00
H 2.975 -3.482 -1.821 0.00
H 1.075 -4.998 -3.686 0.00
H 1.386 -3.254 -3.741 0.00
H -0.276 -3.838 -3.600 0.00
H 0.351 -2.731 -0.252 0.00
H 0.340 -1.181 -2.524 0.00
H 1.839 -1.629 -1.965 0.00

44
Properties=species:S:1:pos:R:3:lowdin_charge:R:1 method="wB97M-V/def2-TZVPD" homo_ev=-9.34 gap_ev=10.06 smiles="C=C[Si@@H](C[C@H](C)Br)[C@H](Cl)CC.COC[C@@H](C)N" e_tot_ev=-106861.4978 spin_multiplicity=1 lumo_ha=0.0263 max_force_ha_per_bohr=0.0068
C 2.836 1.156 0.764 -0.07
C 2.680 -0.103 1.154 -0.25
Si 2.288 -1.457 -0.060 0.63
C 3.620 -2.780 0.022 -0.35
C 4.978 -2.424 -0.594 -0.79
C 4.967 -1.509 -1.800 -0.19
Br 5.891 -4.096 -1.114 0.65
C 0.546 -2.142 0.333 -0.75
Cl 0.475 -3.908 0.014 0.59
C -0.526 -1.359 -0.421 -0.34
C -1.940 -1.935 -0.420 -0.12
H 2.727 1.428 -0.278 0.05
H 3.079 1.951 1.457 0.05
H 2.796 -0.335 2.209 0.06
H 2.192 -0.790 -1.378 0.03
H 3.260 -3.721 -0.384 0.03
H 3.783 -2.958 1.089 0.08
H 5.623 -2.008 0.174 0.08
H 4.726 -0.492 -1.491 0.07
H 5.948 -1.489 -2.268 0.06
H 4.250 -1.851 -2.544 0.08
H 0.390 -2.022 1.405 0.07
H -0.202 -1.151 -1.441 0.09
H -0.568 -0.384 0.072 0.08
H -2.488 -1.543 -1.276 0.07
H -1.956 -3.017 -0.501 0.04
H -2.494 -1.635 0.469 0.07
C -1.446 1.979 1.142 -0.11
O -1.920 1.996 -0.190 -0.19
C -3.230 1.499 -0.379 -0.21
C -4.352 2.503 -0.094 -0.43
C -4.594 2.764 1.389 -0.07
N -4.159 3.783 -0.779 0.04
H -1.813 1.098 1.681 0.09
H -1.733 2.876 1.695 0.08
H -0.357 1.935 1.099 0.08
H -3.281 1.222 -1.435 0.12
H -3.370 0.582 0.208 0.11
H -5.264 2.054 -0.501 0.14
H -3.843 3.435 1.805 0.07
H -5.564 3.240 1.530 0.08
H -4.581 1.836 1.965 0.08
H -4.140 3.637 -1.783 0.07
H -3.235 4.133 -0.544 0.07

42
Properties=species:S:1:pos:R:3:lowdin_charge:R:1 method="wB97M-V/def2-TZVPD" homo_ev=-12.04 gap_ev=8.77 smiles=COc1cc[n+]([C@H](c2ccccc2)c2ccc(C)cc2)cc1 e_tot_ev=-24594.8799 charge=+1 spin_multiplicity=1 lumo_ha=-0.1202 max_force_ha_per_bohr=0.0469
C -3.092 -2.183 -4.645 -0.03
O -3.436 -1.399 -3.487 -0.04
C -2.394 -1.176 -2.639 -0.22
C -2.618 -0.598 -1.359 0.07
C -1.558 -0.531 -0.479 -0.05
N -0.291 -1.000 -0.665 0.04
C 0.830 -0.669 0.654 -0.05
C 0.073 -0.934 1.934 -0.20
C -0.681 -2.112 1.931 -0.06
C -1.468 -2.501 3.026 -0.05
C -1.495 -1.682 4.178 -0.06
C -0.848 -0.442 4.174 -0.06
C -0.102 -0.068 3.053 -0.02
C 1.424 0.692 0.502 -0.20
C 2.629 0.771 -0.234 -0.03
C 3.354 1.957 -0.346 -0.02
C 2.841 3.144 0.213 -0.25
C 3.637 4.408 0.084 -0.05
C 1.530 3.142 0.722 -0.01
C 0.825 1.929 0.884 -0.02
C -0.117 -1.494 -1.927 -0.02
C -1.074 -1.600 -2.927 0.02
H -3.998 -2.369 -5.205 0.11
H -2.369 -1.621 -5.231 0.10
H -2.634 -3.108 -4.303 0.10
H -3.588 -0.219 -0.985 0.15
H -1.662 -0.108 0.517 0.13
H 1.565 -1.482 0.396 0.16
H -0.656 -2.735 1.043 0.12
H -2.005 -3.466 2.973 0.12
H -2.140 -1.950 5.026 0.12
H -0.904 0.231 5.029 0.12
H 0.366 0.914 3.101 0.10
H 3.021 -0.126 -0.732 0.12
H 4.331 1.994 -0.865 0.13
H 3.289 5.176 0.764 0.08
H 4.671 4.198 0.340 0.08
H 3.670 4.867 -0.901 0.09
H 1.072 4.087 1.014 0.12
H -0.174 1.961 1.335 0.11
H 0.902 -1.840 -2.089 0.14
H -0.724 -2.058 -3.869 0.13